Entry from the OMol25 dataset: a molecular structure, C28H47Br2F9GeO10S3SeSiSn (the ωB97M-V functional and the def2-TZVPD basis).

- Total energy: -382905.5959 eV
- Molar mass: 1269.0 g/mol
- Strongest force on any atom: 0.083 eV/Å
- E_LUMO: 3.98 eV
- ΔE to the lowest compared entry with this formula, charge and spin: 0.00 kcal/mol
- Net charge: -2
- Orbital gap: 6.7 eV

```
103
Properties=species:S:1:pos:R:3:forces:R:3:mulliken_charge:R:1
Sn -0.95522 -0.18053 1.19140 -0.076 -0.017 0.028 1.36
Br -5.15356 3.90276 1.37206 0.002 -0.003 0.002 -0.19
C -4.58338 2.29931 2.29865 0.001 -0.031 0.003 0.80
Br -6.02023 1.47500 3.28306 0.006 -0.003 -0.013 -0.20
H -3.81280 2.56733 3.00918 -0.015 0.001 0.001 0.32
H -4.22543 1.59019 1.56292 -0.006 0.019 0.004 -0.94
C 3.34507 -3.24943 -0.92371 0.004 -0.001 0.001 -1.57
C 2.18991 -2.79937 -0.03047 -0.018 -0.019 -0.025 1.95
C 2.66556 -2.67310 1.41162 0.004 -0.019 -0.007 -1.51
C 1.03046 -3.78551 -0.12737 0.016 -0.017 0.023 -1.15
O 1.71567 -1.50321 -0.40242 0.000 0.042 0.035 0.79
Si 1.56995 -0.76359 -1.87239 -0.017 0.018 -0.028 -1.94
S 0.40398 0.89624 -1.70509 0.005 0.000 0.029 -0.75
O 1.02830 -1.97932 -2.86299 0.008 -0.003 -0.009 0.99
C 0.91700 -2.05767 -4.27476 -0.009 -0.006 0.001 1.88
C 0.71069 -0.68722 -4.91485 0.007 0.006 0.006 -1.21
C 2.19188 -2.70465 -4.81540 -0.003 -0.003 -0.001 -1.70
C -0.29212 -2.94627 -4.55139 0.005 0.001 0.000 -1.62
O 3.10392 -0.48983 -2.49437 0.004 -0.017 -0.008 0.22
C 4.02921 0.53898 -2.17183 -0.007 0.017 0.020 1.88
C 4.01372 0.85723 -0.67740 0.014 -0.002 0.007 -0.85
C 3.69856 1.79141 -2.98185 -0.005 -0.008 -0.008 -1.59
C 5.40179 0.00506 -2.57548 -0.006 -0.003 0.005 -1.91
H 3.69627 -4.23085 -0.59464 0.005 -0.007 -0.003 0.58
H 4.17508 -2.54330 -0.86362 0.003 0.015 0.003 0.18
H 3.02899 -3.31705 -1.96516 0.005 0.001 0.022 0.04
H 3.03028 -3.63555 1.77985 0.000 0.003 0.001 0.40
H 1.85092 -2.35083 2.05954 -0.018 0.009 0.016 0.11
H 3.47647 -1.94290 1.47220 -0.004 0.001 0.001 0.30
H 1.34623 -4.78012 0.19826 0.002 -0.001 0.003 0.59
H 0.67281 -3.83854 -1.15637 0.004 0.001 0.004 -0.10
H 0.20740 -3.46622 0.51249 -0.003 -0.004 0.004 -0.03
H 1.57071 -0.04147 -4.72781 -0.002 -0.004 -0.001 0.12
H -0.16762 -0.19884 -4.49407 -0.010 0.002 0.003 0.08
H 0.58278 -0.80083 -5.99526 0.000 0.002 -0.001 0.53
H 3.05349 -2.08997 -4.55137 0.000 0.002 -0.001 0.09
H 2.14253 -2.81202 -5.90270 0.004 0.000 -0.002 0.50
H 2.32238 -3.69437 -4.37156 -0.001 0.001 -0.002 0.29
H -1.19169 -2.48193 -4.14632 -0.006 0.003 0.005 0.15
H -0.15875 -3.91443 -4.06450 0.000 0.002 0.000 0.32
H -0.42434 -3.10408 -5.62525 0.001 0.000 -0.001 0.39
H 3.03362 1.23436 -0.37890 0.010 -0.006 -0.011 -0.16
H 4.76991 1.61229 -0.44535 0.002 -0.003 0.004 0.60
H 4.22188 -0.04104 -0.09390 0.002 -0.017 0.002 0.02
H 2.69526 2.13617 -2.72986 -0.003 0.004 0.009 0.14
H 3.72612 1.55791 -4.04921 0.005 0.001 -0.004 0.30
H 4.42329 2.58560 -2.77805 -0.002 -0.002 0.000 0.48
H 5.63642 -0.89512 -2.00448 0.000 0.000 0.003 0.36
H 6.17915 0.75175 -2.39385 0.000 0.000 0.000 0.38
H 5.40010 -0.25226 -3.63673 0.000 0.000 -0.002 0.33
O -0.57826 0.27603 4.27614 -0.003 0.002 -0.002 -0.72
S -2.01460 0.40394 4.20361 -0.016 0.012 0.026 1.24
O -2.59826 1.50777 4.93562 0.014 0.007 -0.007 -0.80
O -2.48953 0.39118 2.79351 0.058 -0.027 -0.039 -0.69
C -2.75128 -1.08189 4.90830 0.002 -0.004 -0.001 -0.14
C -3.67211 -0.84948 5.92238 0.008 0.001 0.005 -0.59
C -4.34487 -1.89440 6.53735 0.001 -0.003 -0.002 -0.60
C -4.10278 -3.19295 6.12990 0.000 0.002 0.002 -0.57
C -3.19023 -3.43505 5.11390 -0.002 -0.003 -0.007 -0.63
C -2.50320 -2.39881 4.49279 -0.003 0.006 -0.004 -0.30
S -1.32202 -2.93983 3.23038 0.011 -0.019 0.014 1.60
O -1.60000 -4.34530 3.04319 -0.008 -0.002 -0.004 -0.81
O -0.01000 -2.61758 3.73218 0.011 0.011 -0.023 -0.69
O -1.68456 -2.16643 2.01178 0.048 0.020 -0.018 -0.53
H -3.85664 0.17518 6.21052 -0.002 0.002 -0.002 0.57
H -5.06070 -1.68467 7.32304 0.000 0.000 0.000 0.37
H -4.62456 -4.02293 6.59136 0.000 0.000 0.000 0.37
H -2.99480 -4.44110 4.77224 0.000 0.000 0.000 0.56
C 0.96392 5.84255 -0.64539 0.000 -0.003 0.002 -1.23
Ge 1.64823 4.88222 0.91919 0.005 0.011 -0.017 0.63
C 3.56651 4.55726 0.65204 -0.002 -0.011 -0.009 -0.99
C 1.38898 6.01086 2.50092 0.001 -0.002 0.002 -1.24
C 0.76045 3.16881 1.18598 0.004 -0.071 0.008 0.45
Se -1.18206 3.22811 1.35479 -0.018 0.064 -0.008 -0.13
C -1.67504 3.54450 -0.49932 0.009 0.008 -0.015 -0.31
H 1.60588 6.69787 -0.86625 0.002 -0.002 0.000 0.42
H -0.04553 6.20824 -0.45639 0.004 0.006 -0.005 0.31
H 0.93849 5.18873 -1.51768 -0.002 -0.007 0.003 0.35
H 4.11117 5.49490 0.52452 -0.007 0.004 0.002 0.44
H 3.71656 3.94157 -0.23646 -0.003 0.011 0.009 0.09
H 3.98654 4.02440 1.50648 0.006 -0.003 -0.002 0.36
H 1.83061 6.99831 2.35316 -0.001 -0.003 0.000 0.38
H 1.84637 5.55344 3.37936 0.002 -0.002 -0.001 0.36
H 0.32232 6.12842 2.69539 0.000 -0.001 0.001 0.36
H 1.10360 2.72953 2.12627 -0.007 0.000 0.006 0.49
H 0.99522 2.46001 0.38808 -0.005 0.002 -0.037 -1.04
H -1.60082 4.59774 -0.75598 0.001 0.002 0.003 0.36
H -2.70626 3.21363 -0.59460 -0.014 -0.006 0.000 0.13
H -1.04708 2.93225 -1.14245 -0.011 0.016 0.008 -0.05
F -2.52189 -0.30838 -2.88716 -0.035 -0.020 0.027 -0.07
C -3.60381 -0.07677 -2.14112 0.021 0.030 -0.025 -0.10
F -4.68031 -0.45205 -2.86980 0.011 -0.003 0.002 -0.32
F -3.69902 1.24301 -1.96547 0.000 -0.004 0.010 -0.21
C -3.51851 -0.81433 -0.76112 0.002 -0.051 -0.027 2.02
O -2.75033 -0.10930 0.08044 0.040 0.064 0.033 0.30
C -2.98645 -2.26640 -1.01161 -0.015 -0.026 -0.010 -0.63
F -3.37501 -3.10982 -0.05433 -0.006 -0.006 -0.025 -0.34
F -3.42715 -2.77806 -2.18312 0.012 0.014 0.022 -0.35
F -1.65444 -2.26843 -1.04917 -0.031 0.023 -0.026 0.53
C -4.95573 -0.91358 -0.15696 -0.001 0.005 -0.011 0.17
F -4.90968 -1.25196 1.12483 -0.003 0.003 0.022 -0.17
F -5.57818 0.27840 -0.23602 0.004 -0.007 0.002 -0.28
F -5.74175 -1.80953 -0.78972 0.013 0.006 0.001 -0.31
```
Positions in Å, forces in eV/Å.